(1)
104
Properties=species:S:1:pos:R:3 method="wB97M-V/def2-TZVPD" smiles="CCCOCO[P@@](=O)(O)OB(O)N(C)C.CNC(C)=O.CNC(C)=O.CNC(C)=O.CNC(C)=O.CNC(C)=O.CNC(C)=O" total_charge=0 energy_ev=-70819.4832 lumo_ev=0.5 de_lowest_kj_mol=0.0
C 0.8703 1.7772 2.0090
C -0.4188 1.1985 1.3950
C -0.5333 1.3263 -0.1336
O 0.4007 2.2705 -0.6587
C 0.6574 2.1404 -2.0112
O 2.0328 2.4360 -2.2501
P 3.2363 1.5289 -1.7723
O 4.3226 2.2777 -1.1241
O 2.6226 0.3660 -0.8450
O 3.6893 0.7272 -3.0537
B 3.9133 -0.6823 -3.0331
O 5.1142 -1.1263 -2.5287
N 2.9734 -1.5743 -3.6077
C 1.6107 -1.0555 -3.7913
C 2.9483 -2.9255 -3.0327
H 1.7135 1.7973 1.3132
H 0.7054 2.7937 2.3719
H 1.1539 1.1984 2.8955
H -0.4954 0.1376 1.6509
H -1.2406 1.7179 1.8777
H -0.3873 0.3542 -0.6245
H -1.5465 1.6600 -0.3934
H 0.1122 2.8843 -2.6001
H 0.4125 1.1363 -2.3772
H 3.0360 0.4208 0.0259
H 5.5587 -0.4631 -1.9916
H 0.9874 -1.7789 -4.3148
H 1.6391 -0.1266 -4.3635
H 1.1410 -0.8709 -2.8134
H 2.9603 -3.6896 -3.8173
H 2.0370 -3.0640 -2.4398
H 3.8178 -3.0912 -2.3968
C -1.3376 0.5334 5.6337
C -1.1857 1.8915 4.9999
O -1.6891 2.1793 3.9206
N -0.4511 2.8136 5.6778
C 0.1987 2.6506 6.9621
H -1.9520 -0.0835 4.9849
H -0.3664 0.0517 5.7451
H -1.8038 0.6215 6.6159
H -0.3705 3.7008 5.2068
H -0.1862 3.3687 7.6888
H 1.2774 2.7949 6.8753
H 0.0120 1.6527 7.3462
C -3.2367 -1.8871 -6.1458
C -1.8249 -1.3987 -5.9514
O -1.0122 -2.0169 -5.2771
N -1.4685 -0.2350 -6.5574
C -2.2857 0.6229 -7.3886
H -3.3441 -2.8233 -5.6107
H -3.9543 -1.1644 -5.7519
H -3.4533 -2.0703 -7.1968
H -0.5106 0.0326 -6.3948
H -1.8633 0.7144 -8.3907
H -2.3677 1.6229 -6.9587
H -3.2843 0.2077 -7.4785
C -3.9717 0.1421 10.4723
C -3.4939 0.7145 9.1579
O -2.3984 0.4350 8.6969
N -4.3305 1.5566 8.4973
C -5.6538 1.9942 8.8875
H -3.1883 -0.5027 10.8580
H -4.1728 0.9333 11.1955
H -4.8827 -0.4423 10.3386
H -3.9568 1.9026 7.6268
H -6.3966 1.7015 8.1437
H -5.6893 3.0792 8.9985
H -5.9297 1.5468 9.8371
C -2.4488 -5.9160 -5.9789
C -2.9846 -5.5908 -7.3544
O -3.3645 -4.4696 -7.6490
N -3.0235 -6.5989 -8.2657
C -2.6152 -7.9770 -8.0984
H -2.4702 -5.0101 -5.3805
H -3.0527 -6.6842 -5.4942
H -1.4188 -6.2699 -6.0358
H -3.3876 -6.3169 -9.1623
H -1.8188 -8.2367 -8.7979
H -3.4528 -8.6565 -8.2655
H -2.2456 -8.1365 -7.0905
C 1.0993 -4.0101 3.6566
C 1.0288 -2.5231 3.3970
O 0.4981 -1.7605 4.1899
N 1.5764 -2.0718 2.2373
C 2.2300 -2.8395 1.1985
H 0.6202 -4.2038 4.6113
H 0.5821 -4.5696 2.8760
H 2.1338 -4.3532 3.6985
H 1.4934 -1.0737 2.1156
H 3.2665 -2.5171 1.0610
H 1.7105 -2.7338 0.2449
H 2.2431 -3.8926 1.4627
C 4.2589 7.4465 0.8010
C 4.1665 7.7483 -0.6796
O 4.2104 8.8932 -1.1021
N 4.0321 6.6922 -1.5192
C 3.9623 5.2774 -1.1928
H 4.3619 8.3912 1.3261
H 3.3631 6.9340 1.1538
H 5.1219 6.8167 1.0202
H 3.9760 6.9577 -2.4898
H 4.7738 4.7300 -1.6680
H 3.0177 4.8538 -1.5346
H 4.0358 5.1297 -0.1209


(2)
55
Properties=species:S:1:pos:R:3 method="wB97M-V/def2-TZVPD" total_charge=+1 energy_ev=-90190.6749 lumo_ev=-2.3 de_lowest_kj_mol=248.5
Br 1.1316 1.4562 2.1848
C -1.7082 1.9335 -2.0059
C -0.2736 1.5513 -2.5089
C 0.7763 1.9857 -1.5391
N 2.2640 1.7396 -2.0437
C 2.6745 0.2601 -2.3950
C 2.6707 2.6017 -3.2343
C 4.1758 2.9429 -3.0644
C 4.4960 2.6517 -1.7112
C 3.2279 2.2690 -1.0019
H -1.8776 3.0050 -2.1129
H -1.9640 1.6007 -1.0000
H -2.4975 1.4408 -2.5738
H -0.0964 2.0580 -3.4575
H -0.2493 0.4646 -2.5906
H 0.7615 1.3343 -0.6653
H 0.5448 3.0322 -1.3407
H 3.6354 0.2062 -2.9066
H 1.8756 -0.1198 -3.0318
H 2.7393 -0.3399 -1.4873
H 2.4895 2.1122 -4.1912
H 1.9968 3.4567 -3.2894
H 4.7763 2.5877 -3.9019
H 4.1532 4.0084 -3.2931
H 5.1166 1.8002 -1.4318
H 4.8119 3.4698 -1.0639
H 3.2913 1.5590 -0.1773
H 2.8241 3.1475 -0.4986
C -2.7999 -1.2879 5.3293
C -1.9404 -1.1646 4.0394
C -2.4935 -2.0616 2.9245
N -1.4366 -2.3440 1.7640
C -0.0563 -2.7683 2.3199
C -1.3304 -1.1334 0.7523
C -2.5156 -1.2096 -0.2005
C -2.8517 -2.7242 -0.2734
C -2.0047 -3.4058 0.8340
H -3.7901 -0.8381 5.4015
H -2.2700 -0.6555 6.0416
H -2.8487 -2.2486 5.8420
H -0.9176 -1.4310 4.3059
H -1.7612 -0.1443 3.7004
H -3.2756 -1.5849 2.3335
H -2.6770 -3.1132 3.1446
H 0.4209 -3.2408 1.4613
H -0.2775 -3.6590 2.9079
H 0.5299 -2.0396 2.8797
H -0.5673 -1.4419 0.0377
H -0.9955 -0.1891 1.1814
H -2.2952 -0.8047 -1.1882
H -3.3572 -0.6725 0.2369
H -2.4804 -3.0850 -1.2326
H -3.9128 -2.9040 -0.1009
H -1.1861 -4.0284 0.4729
H -2.6764 -4.0350 1.4181


(3)
55
Properties=species:S:1:pos:R:3 method="wB97M-V/def2-TZVPD" smiles="CCC(C)(C)n1nnnc1[C@H](c1cccs1)N1CC=C(c2ccc(F)cc2)CC1" total_charge=0 energy_ev=-44238.0252 lumo_ev=0.5 de_lowest_kj_mol=47.6
C -5.2462 -0.0934 1.7105
H -5.6703 0.9059 1.7711
C -4.2173 -0.1324 0.5872
H -3.4723 0.6423 0.7755
H -4.7089 0.1113 -0.3583
C -3.5074 -1.4895 0.4197
N -2.5595 -1.3549 -0.6838
C -1.4820 -0.5482 -0.8903
N -1.0084 -0.8196 -2.0870
N -1.7769 -1.7711 -2.5969
N -2.6920 -2.0949 -1.7902
C -0.8947 0.4742 0.0373
C -1.4308 1.8258 -0.3317
C -1.7895 2.3016 -1.5550
C -2.2498 3.6370 -1.5115
C -2.2356 4.1539 -0.2579
S -1.6567 3.0238 0.9004
H -2.5280 5.1330 0.0652
H -2.5763 4.1816 -2.3788
H -1.7221 1.7212 -2.4578
N 0.5605 0.4688 0.0797
C 1.1120 -0.8091 0.4868
C 2.5469 -0.5917 0.9565
C 3.3371 0.1229 -0.1040
C 2.6993 0.8260 -1.0370
C 1.2154 0.9531 -1.1239
H 0.8643 0.4098 -2.0181
H 0.9549 2.0086 -1.2531
H 3.2454 1.3217 -1.8266
C 4.8058 0.0466 -0.0621
C 5.5673 1.1974 -0.2660
C 6.9478 1.1565 -0.2361
C 7.5719 -0.0549 -0.0015
C 6.8498 -1.2162 0.1997
C 5.4693 -1.1565 0.1710
H 4.9057 -2.0670 0.3072
H 7.3677 -2.1466 0.3727
F 8.9220 -0.1050 0.0328
H 7.5406 2.0449 -0.3872
H 5.0655 2.1380 -0.4341
H 2.5401 0.0210 1.8625
H 3.0017 -1.5503 1.2076
H 1.1017 -1.5391 -0.3396
H 0.5115 -1.2092 1.3090
H -1.2130 0.2493 1.0621
C -2.7591 -1.9266 1.6842
H -3.4635 -2.3370 2.4017
H -2.0362 -2.7027 1.4392
H -2.2374 -1.0998 2.1594
C -4.5006 -2.5824 0.0216
H -5.2106 -2.7487 0.8255
H -3.9739 -3.5117 -0.1774
H -5.0392 -2.3011 -0.8789
H -4.7885 -0.3239 2.6685
H -6.0577 -0.7924 1.5304


(4)
20
Properties=species:S:1:pos:R:3 method="wB97M-V/def2-TZVPD" total_charge=0 energy_ev=-23817.9257 spin_multiplicity=3 lumo_ev="0.5 / -1.9" de_lowest_kj_mol=210.0
C -1.7438 -0.4851 0.3309
C 0.5081 1.5186 -0.2355
C -2.3617 -1.0395 -0.7338
C -0.6997 -1.0613 1.2559
C 0.5554 0.1011 -0.7024
C -2.2478 0.7817 0.9103
C 0.3489 -1.9054 0.5417
N 0.8621 2.4741 -0.8907
O -3.1901 -1.2398 -1.5186
O 1.2314 -1.0477 -0.1320
S -0.8232 2.0919 1.2582
H -0.2546 -0.2460 1.7547
H -1.3415 -1.7756 1.8204
H -0.4733 -0.1526 -0.7528
H 0.9104 0.1914 -1.7264
H -2.9009 1.2477 0.0877
H -2.8667 0.6697 1.8025
H 1.1444 -2.4885 1.1652
H 0.0116 -2.7427 -0.1805
H 1.5822 2.4383 -1.6527